Density functional theory data (the ωB97M-V functional and the def2-TZVPD basis) for 6 unconnected molecules or ions with the total composition C20H25BF19O10.

Geometry as XYZ:
```
75
Properties=species:S:1:pos:R:3:forces:R:3:lowdin_charge:R:1
B -7.15648 -22.93911 -9.77510 0.835 -1.206 -1.871 -1.361
F -6.93214 -22.32521 -8.58333 -0.248 1.390 2.979 0.279
F -7.23705 -21.94588 -10.70606 -0.202 0.601 -0.671 0.229
F -6.02759 -23.74108 -9.99105 -0.242 -0.480 -0.230 0.127
F -8.32404 -23.68222 -9.71362 -0.405 -0.316 0.157 0.161
C -4.67868 -27.10760 -8.22230 1.227 -0.384 -0.215 -0.059
C -4.60755 -26.57977 -9.64283 -0.554 0.605 1.128 -0.211
O -4.36828 -27.65556 -10.54514 -0.165 -1.644 -1.710 0.013
C -5.35605 -28.46758 -10.98751 -2.406 2.791 2.976 -0.319
O -6.52254 -28.37976 -10.57514 2.779 -0.544 -1.360 0.122
C -4.94656 -29.51517 -12.00596 1.632 0.622 0.641 -0.606
F -5.83334 -29.55475 -12.93953 -1.302 -0.355 -1.367 0.223
F -3.74852 -29.27912 -12.57640 -0.249 -0.006 0.315 0.157
F -4.87991 -30.67590 -11.36923 0.024 -0.746 0.094 0.187
H -5.42296 -27.90346 -8.19471 -0.026 0.201 0.515 0.077
H -4.74421 -26.34306 -7.44818 -0.783 0.193 -0.269 0.079
H -3.68188 -27.49397 -8.00967 -0.048 -0.666 0.057 0.078
H -3.72628 -25.94803 -9.75404 -0.281 0.146 -0.178 0.131
H -5.52598 -26.02593 -9.83737 0.163 -0.083 -0.680 0.106
C -0.30044 -28.70798 -13.50995 -0.055 0.209 0.439 -0.060
C -0.37893 -27.23001 -13.07488 0.770 -0.373 -0.719 -0.187
O -1.76009 -26.83989 -13.02339 -2.360 -0.330 -0.127 -0.005
C -2.19111 -25.57978 -12.87697 3.974 2.190 0.211 -0.305
O -1.36629 -24.68353 -12.63227 -2.828 -1.678 -0.344 0.107
C -3.71967 -25.24232 -13.25706 2.914 1.385 -0.936 -0.528
F -4.30703 -26.31835 -13.64265 -1.394 -1.424 -0.289 0.204
F -4.38105 -24.62613 -12.29372 0.178 -0.197 -0.303 0.191
F -3.62952 -24.39698 -14.37653 -0.288 -0.965 1.753 0.108
H 0.70294 -29.13124 -13.46321 0.352 0.591 0.149 0.074
H -0.58272 -28.82691 -14.55603 -0.502 -0.053 0.210 0.080
H -0.85305 -29.34659 -12.82083 -0.462 0.058 -0.317 0.071
H 0.11102 -26.65048 -13.85731 -0.001 0.371 0.218 0.125
H 0.14074 -27.06346 -12.13132 -0.326 0.160 0.076 0.126
C -8.41745 -25.03468 -12.40744 -1.223 -0.277 -0.654 -0.038
C -8.00226 -25.92345 -13.53738 2.488 -0.825 0.218 -0.237
O -8.51788 -25.62568 -14.82498 -3.762 -0.279 -1.340 0.012
C -9.81007 -26.04743 -15.12607 -0.869 -2.509 3.562 -0.241
O -10.59434 -26.74485 -14.39068 3.877 3.324 -3.289 0.090
C -10.27939 -25.56912 -16.53101 0.043 -0.663 0.914 -0.607
F -11.23360 -24.68736 -16.31763 -0.540 1.181 0.063 0.183
F -9.31819 -25.04172 -17.26131 0.365 0.286 -0.175 0.188
F -10.83977 -26.55454 -17.21435 0.134 -0.716 -0.234 0.177
H -9.49934 -25.09362 -12.52629 -0.311 0.763 0.711 0.085
H -8.02086 -24.02669 -12.52904 -0.236 -0.045 0.115 0.092
H -8.16464 -25.44022 -11.42778 0.180 -0.030 -0.244 0.077
H -8.11673 -26.99066 -13.34748 -0.310 0.050 0.167 0.129
H -6.94486 -25.74645 -13.73404 0.202 -0.324 0.128 0.110
C -7.20724 -17.04463 -4.03644 1.675 -0.569 -0.457 -0.058
C -7.37111 -17.87572 -5.30485 -0.863 -0.242 -0.429 -0.184
O -6.19862 -18.74561 -5.49246 0.296 -0.106 -1.050 0.000
C -6.00999 -19.42958 -6.66776 -1.692 -0.050 0.887 -0.322
O -6.76378 -19.48453 -7.60375 0.792 0.340 0.767 0.189
C -4.72339 -20.31693 -6.57794 0.372 0.826 -1.596 -0.595
F -4.83812 -21.53625 -7.04852 -1.187 -0.977 -0.047 0.187
F -3.77774 -19.77974 -7.37018 0.174 0.866 0.240 0.160
F -4.29406 -20.39375 -5.35982 0.664 0.059 1.651 0.207
H -6.70479 -17.76993 -3.39646 -0.543 0.077 0.801 0.078
H -8.12682 -16.62746 -3.62604 0.046 -0.369 -0.145 0.085
H -6.44585 -16.26726 -4.10035 -0.222 0.272 -0.425 0.076
H -7.60658 -17.35383 -6.23236 0.407 0.198 0.047 0.125
H -8.23724 -18.51078 -5.11877 0.093 -0.388 -0.184 0.118
C -8.22156 -26.13458 -7.25239 -0.312 -0.551 1.205 -0.018
C -8.12686 -24.65127 -7.01658 0.354 0.397 -1.449 -0.177
O -8.36673 -24.21058 -5.68542 -1.286 1.478 1.758 0.100
C -8.63927 -22.94056 -5.37841 2.251 0.841 -1.542 -0.227
O -8.63270 -21.93587 -6.12085 -0.371 -2.608 0.813 0.264
C -8.63500 -22.64638 -3.82954 -0.359 1.521 -0.202 -0.525
F -8.28741 -23.70284 -3.14998 0.467 -0.074 0.316 0.222
F -7.83882 -21.55659 -3.55391 -0.509 -1.833 -0.509 0.147
F -9.86555 -22.27936 -3.48388 -0.246 -0.163 0.022 0.183
H -7.42996 -26.73960 -6.81033 0.548 0.375 -0.326 0.078
H -8.28000 -26.27784 -8.33135 0.071 -0.111 0.101 0.098
H -9.07574 -26.58406 -6.74599 -0.566 0.309 -0.375 0.089
H -8.77043 -24.11339 -7.71271 -0.069 0.182 0.166 0.125
H -7.10974 -24.32620 -7.23539 0.263 0.297 -0.318 0.142
```
Positions in Å, forces in eV/Å.

Calculated values
**Energy relative to the best compared isomer or geometry (same formula, charge and spin)**: 7.64 kcal per mole
**Multiplicity**: 2